{
  "formula": "C18H19BrN4O11PS",
  "method": "ωB97M-V with the def2-TZVPD basis set",
  "gap_ha": 0.2760,
  "homo_energy_ev": -11.69,
  "lumo_ev": -4.18,
  "charge": 1,
  "species": ["N", "C", "N", "P", "O", "Br", "N", "C", "C", "C", "C", "O", "O", "N", "C", "S", "H", "H", "H", "H", "H", "H", "H", "H", "H", "H", "H", "C", "C", "C", "O", "C", "C", "C", "O", "O", "O", "H", "H", "H", "H", "C", "C", "C", "O", "C", "C", "C", "O", "O", "O", "H", "H", "H", "H"],
  "coordinates": [[1.583, -1.600, -0.797], [0.641, -0.612, -0.945], [1.018, 0.660, -1.093], [2.641, 0.919, -1.919], [2.841, 2.476, -1.618], [1.853, 0.945, -4.002], [-0.656, -0.946, -0.953], [-1.690, 0.111, -0.997], [-1.962, 0.565, -2.435], [-2.639, 1.935, -2.567], [-3.650, 2.342, -1.516], [-3.833, 3.487, -1.240], [-4.390, 1.329, -0.963], [-0.995, -2.026, -0.082], [-1.000, -1.796, 1.126], [-1.088, -1.480, 2.631], [1.810, -2.203, -1.569], [2.048, -1.763, 0.080], [0.307, 1.210, -1.573], [2.255, 3.079, -2.099], [-1.424, 0.930, -0.320], [-2.590, -0.354, -0.612], [-1.028, 0.577, -3.003], [-2.578, -0.198, -2.908], [-3.178, 1.942, -3.517], [-1.919, 2.751, -2.627], [-4.048, 1.100, -0.086], [-4.948, -0.179, 3.793], [-5.585, -0.888, 4.741], [-6.939, -1.528, 4.497], [-7.409, -2.162, 5.420], [-7.570, -1.344, 3.208], [-6.934, -0.632, 2.267], [-5.573, -0.020, 2.507], [-5.078, 0.589, 1.567], [-7.430, -0.405, 1.061], [-5.102, -1.094, 5.948], [-3.985, 0.283, 3.960], [-8.542, -1.788, 3.045], [-6.777, 0.141, 0.581], [-5.767, -1.637, 6.422], [7.560, -0.686, -2.313], [8.550, -1.225, -1.583], [8.849, -0.770, -0.168], [9.754, -1.339, 0.409], [8.053, 0.300, 0.401], [7.071, 0.837, -0.334], [6.758, 0.362, -1.735], [5.820, 0.909, -2.299], [6.287, 1.821, 0.089], [9.340, -2.186, -2.018], [7.339, -1.006, -3.322], [8.282, 0.631, 1.404], [5.683, 2.021, -0.652], [9.963, -2.386, -1.290]]
}



{
  "formula": "C5H9N",
  "method": "ωB97M-V with the def2-TZVPD basis set",
  "gap_ha": 0.3668,
  "homo_energy_ev": -8.83,
  "e_above_lowest_kj_mol": 153.79,
  "lumo_ev": 1.15,
  "smiles": "C=NC(=C)CC",
  "species": ["C", "C", "C", "C", "C", "N", "H", "H", "H", "H", "H", "H", "H", "H", "H"],
  "coordinates": [[0.202, -1.783, -0.904], [-0.799, -0.750, -0.378], [-0.100, 0.265, 0.466], [-0.051, 0.199, 1.794], [0.460, 2.373, -0.399], [0.734, 1.156, -0.243], [0.100, -2.771, -0.442], [0.148, -2.026, -1.968], [1.242, -1.515, -0.716], [-1.573, -1.251, 0.195], [-1.193, -0.211, -1.247], [-0.485, -0.580, 2.409], [0.412, 0.978, 2.389], [1.196, 2.896, -1.009], [-0.293, 3.019, 0.054]]
}



{
  "formula": "C31H30Cl4",
  "method": "ωB97M-V with the def2-TZVPD basis set",
  "gap_ha": [0.2224, 0.0720],
  "homo_energy_ev": [-10.58, -10.58],
  "s2": 0.77,
  "lumo_ev": [-4.53, -8.63],
  "charge": 1,
  "multiplicity": 2,
  "species": ["C", "Cl", "Cl", "Cl", "Cl", "C", "C", "C", "C", "C", "C", "H", "H", "H", "H", "H", "H", "C", "C", "C", "C", "C", "C", "H", "H", "H", "H", "H", "H", "C", "C", "C", "C", "C", "C", "H", "H", "H", "H", "H", "H", "C", "C", "C", "C", "C", "C", "H", "H", "H", "H", "H", "H", "C", "C", "C", "C", "C", "C", "H", "H", "H", "H", "H", "H"],
  "coordinates": [[9.582, -6.621, 17.296], [9.373, -5.475, 18.656], [8.717, -6.095, 15.824], [11.383, -6.758, 16.888], [8.949, -8.159, 17.981], [9.659, -3.113, 13.434], [9.156, -2.131, 14.215], [9.325, -0.846, 13.783], [9.800, -0.603, 12.501], [10.348, -1.575, 11.662], [10.217, -2.866, 12.164], [9.601, -4.146, 13.744], [8.756, -2.228, 15.214], [8.944, -0.079, 14.441], [9.658, 0.417, 12.177], [10.671, -1.317, 10.664], [10.487, -3.713, 11.552], [9.008, -1.872, 24.284], [10.148, -2.652, 24.062], [10.263, -3.586, 23.103], [9.207, -3.817, 22.226], [8.091, -2.975, 22.324], [8.024, -2.020, 23.330], [9.082, -1.195, 25.123], [11.054, -2.453, 24.616], [11.194, -4.089, 22.887], [9.242, -4.597, 21.481], [7.288, -3.177, 21.631], [7.121, -1.448, 23.480], [13.798, -8.681, 19.837], [14.353, -9.864, 20.227], [13.542, -10.927, 20.640], [12.227, -10.772, 20.400], [11.634, -9.547, 20.127], [12.507, -8.418, 19.897], [14.383, -7.821, 19.546], [15.423, -9.945, 20.346], [13.923, -11.860, 21.028], [11.665, -11.693, 20.455], [10.562, -9.435, 20.073], [12.217, -7.416, 19.619], [7.182, -6.684, 21.624], [6.725, -6.384, 22.913], [5.588, -7.103, 23.357], [4.905, -8.016, 22.546], [5.455, -8.352, 21.302], [6.519, -7.551, 20.819], [7.993, -6.126, 21.179], [7.092, -5.580, 23.535], [5.150, -6.949, 24.332], [4.039, -8.543, 22.919], [4.849, -8.924, 20.613], [6.964, -7.658, 19.840], [6.539, -7.735, 13.808], [5.957, -8.980, 13.515], [6.460, -9.904, 12.604], [7.634, -9.602, 11.995], [8.178, -8.342, 12.159], [7.656, -7.415, 13.044], [6.204, -7.078, 14.597], [5.034, -9.276, 13.991], [5.937, -10.849, 12.614], [8.084, -10.283, 11.287], [9.016, -8.017, 11.561], [8.158, -6.459, 13.045]]
}



{
  "formula": "C31H22CrIN3PS7",
  "method": "ωB97M-V with the def2-TZVPD basis set",
  "gap_ha": [0.2420, 0.2522],
  "homo_energy_ev": [-4.76, -5.03],
  "s2": 6.04,
  "e_above_lowest_kj_mol": 0.00,
  "lumo_ev": [1.83, 1.83],
  "charge": -1,
  "multiplicity": 5,
  "species": ["Cr", "S", "C", "S", "C", "C", "N", "C", "N", "C", "S", "C", "C", "S", "S", "C", "S", "S", "H", "H", "H", "C", "C", "C", "C", "C", "C", "P", "C", "C", "C", "C", "C", "C", "C", "C", "C", "C", "C", "C", "H", "H", "H", "H", "H", "H", "H", "H", "H", "H", "H", "H", "H", "H", "H", "I", "C", "C", "C", "C", "N", "C", "H", "H", "H", "H"],
  "coordinates": [[0.646, 1.170, -0.420], [2.251, 0.801, -2.496], [3.154, -0.073, -1.326], [2.724, 0.180, 0.346], [4.138, -0.991, -1.665], [4.798, -1.806, -0.672], [5.320, -2.488, 0.102], [4.466, -1.258, -3.045], [4.736, -1.503, -4.142], [-4.179, 1.567, 0.055], [-2.838, 2.117, 1.144], [-2.380, 3.525, 0.218], [-1.709, 3.518, -0.957], [-1.026, 2.209, -1.888], [-1.472, 5.118, -1.622], [-2.269, 6.061, -0.429], [-2.383, 7.704, -0.470], [-2.898, 5.080, 0.818], [-4.635, 0.684, 0.497], [-3.757, 1.319, -0.919], [-4.918, 2.363, -0.032], [-4.594, -2.672, -0.218], [-4.069, -2.131, 0.949], [-2.762, -1.662, 0.976], [-1.936, -1.747, -0.150], [-2.482, -2.280, -1.316], [-3.798, -2.737, -1.351], [-0.170, -1.134, -0.044], [0.157, -1.716, 1.682], [-0.048, -3.048, 2.041], [0.137, -3.471, 3.350], [0.511, -2.558, 4.330], [0.688, -1.224, 3.993], [0.509, -0.810, 2.677], [0.744, -2.297, -1.123], [1.670, -3.219, -0.645], [2.412, -3.996, -1.527], [2.236, -3.860, -2.895], [1.340, -2.918, -3.384], [0.620, -2.126, -2.503], [-5.615, -3.037, -0.243], [-4.679, -2.067, 1.842], [-2.378, -1.235, 1.895], [-1.880, -2.364, -2.208], [-4.193, -3.153, -2.270], [-0.367, -3.761, 1.291], [-0.014, -4.513, 3.607], [0.663, -2.887, 5.352], [0.978, -0.504, 4.750], [0.644, 0.233, 2.423], [1.859, -3.305, 0.415], [3.158, -4.679, -1.137], [2.826, -4.456, -3.582], [1.238, -2.766, -4.452], [-0.002, -1.331, -2.892], [-0.024, 5.926, 3.056], [1.038, 4.985, 1.541], [2.110, 5.603, 0.930], [2.765, 4.922, -0.076], [2.327, 3.661, -0.448], [1.285, 3.073, 0.139], [0.659, 3.717, 1.125], [2.425, 6.594, 1.236], [3.618, 5.357, -0.581], [2.797, 3.088, -1.240], [-0.172, 3.206, 1.591]]
}



{
  "formula": "C11H14ClF5N3O5Ru",
  "method": "ωB97M-V with the def2-TZVPD basis set",
  "gap_ha": [0.3278, 0.3101],
  "homo_energy_ev": [-8.70, -8.71],
  "s2": 0.75,
  "e_above_lowest_kj_mol": 76.26,
  "lumo_ev": [0.22, -0.27],
  "multiplicity": 2,
  "species": ["Ru", "N", "C", "O", "C", "C", "H", "H", "H", "H", "H", "H", "O", "Cl", "O", "O", "O", "N", "C", "C", "N", "H", "H", "H", "H", "H", "H", "H", "H", "F", "C", "C", "C", "F", "C", "F", "C", "F", "C", "F"],
  "coordinates": [[0.336, 0.206, 0.147], [1.378, 4.363, 0.828], [0.725, 3.256, 0.418], [1.183, 2.541, -0.478], [-0.569, 2.895, 1.105], [-1.176, 1.669, 0.420], [2.321, 4.501, 0.505], [1.084, 4.840, 1.660], [-1.244, 3.755, 1.102], [-0.322, 2.685, 2.150], [-1.589, 1.961, -0.553], [-2.015, 1.297, 1.014], [3.447, 1.310, 2.771], [2.600, 0.435, 2.053], [2.866, -0.937, 2.368], [1.192, 0.735, 2.341], [2.750, 0.630, 0.610], [0.595, 0.222, -1.893], [1.019, -1.103, -2.398], [2.056, -1.674, -1.446], [1.468, -1.757, -0.100], [-0.203, 0.578, -2.407], [1.344, 0.903, -2.005], [1.401, -1.034, -3.417], [0.137, -1.744, -2.407], [2.916, -1.006, -1.384], [2.406, -2.641, -1.813], [2.168, -1.849, 0.629], [0.832, -2.543, -0.038], [-0.774, -1.841, 2.135], [-1.594, -1.845, 1.065], [-1.311, -0.991, 0.008], [-2.222, -1.073, -1.037], [-2.099, -0.281, -2.131], [-3.312, -1.926, -1.049], [-4.146, -1.948, -2.090], [-3.538, -2.762, 0.030], [-4.576, -3.594, 0.034], [-2.666, -2.719, 1.101], [-2.867, -3.515, 2.152]]
}



{
  "formula": "C19H17ClIIrN5OS",
  "method": "ωB97M-V with the def2-TZVPD basis set",
  "gap_ha": [0.2238, 0.2085],
  "homo_energy_ev": [-14.31, -14.35],
  "s2": 0.78,
  "e_above_lowest_kj_mol": 216.50,
  "lumo_ev": [-8.22, -8.68],
  "charge": 2,
  "multiplicity": 2,
  "species": ["Ir", "C", "C", "N", "C", "S", "N", "N", "C", "C", "C", "C", "C", "C", "C", "N", "H", "H", "H", "H", "H", "H", "H", "H", "H", "H", "H", "H", "H", "Cl", "C", "C", "C", "I", "C", "O", "C", "N", "C", "C", "C", "C", "H", "H", "H", "H"],
  "coordinates": [[-0.221, -0.422, -0.644], [-2.876, 1.911, 4.505], [-3.460, 1.298, 3.237], [-2.775, 1.772, 2.051], [-1.732, 1.146, 1.554], [-0.922, 1.815, 0.128], [-1.271, 0.075, 2.175], [-0.299, -0.586, 1.621], [0.483, -1.449, 2.194], [0.298, -1.930, 3.588], [1.651, -1.800, 1.398], [2.739, -2.470, 1.959], [3.911, -2.600, 1.231], [3.971, -2.054, -0.044], [2.834, -1.444, -0.560], [1.706, -1.334, 0.128], [-3.359, 1.461, 5.368], [-3.048, 2.984, 4.535], [-1.805, 1.723, 4.564], [-4.518, 1.545, 3.135], [-3.338, 0.213, 3.264], [-3.053, 2.657, 1.646], [-0.697, -1.674, 3.947], [1.033, -1.469, 4.253], [0.441, -3.011, 3.641], [2.680, -2.845, 2.966], [4.771, -3.086, 1.664], [4.878, -2.080, -0.624], [2.839, -1.013, -1.554], [-4.802, -5.928, -0.197], [-4.108, -4.380, -0.306], [-4.883, -3.262, -0.017], [-4.349, -1.991, -0.086], [-5.447, -0.271, 0.348], [-2.998, -1.763, -0.465], [-2.514, -0.609, -0.535], [-2.191, -2.932, -0.756], [-0.912, -2.687, -1.087], [-0.137, -3.696, -1.436], [-0.582, -5.020, -1.416], [-1.871, -5.297, -1.015], [-2.736, -4.234, -0.692], [-5.916, -3.393, 0.269], [0.870, -3.454, -1.742], [0.085, -5.810, -1.717], [-2.218, -6.318, -0.952]]
}



{
  "formula": "C12H27GeNiO3SbSe4",
  "method": "ωB97M-V with the def2-TZVPD basis set",
  "gap_ha": [0.2589, 0.2001],
  "homo_energy_ev": [-4.46, -4.40],
  "s2": 3.77,
  "lumo_ev": [2.59, 1.05],
  "charge": -1,
  "multiplicity": 4,
  "species": ["Ni", "C", "C", "C", "C", "O", "Ge", "O", "C", "C", "C", "C", "O", "C", "C", "C", "C", "H", "H", "H", "H", "H", "H", "H", "H", "H", "H", "H", "H", "H", "H", "H", "H", "H", "H", "H", "H", "H", "H", "H", "H", "H", "H", "H", "Se", "Sb", "Se", "Se", "Se"],
  "coordinates": [[0.201, -0.925, 0.197], [0.141, 3.427, 1.510], [0.044, 1.968, 1.945], [-1.153, 1.774, 2.872], [1.335, 1.542, 2.629], [-0.170, 1.124, 0.810], [-0.504, 1.522, -1.005], [-1.374, -0.149, -0.935], [-2.776, -0.437, -1.024], [-3.033, -1.035, -2.404], [-3.595, 0.835, -0.835], [-3.130, -1.434, 0.071], [0.974, 0.403, -1.323], [2.138, 0.762, -2.082], [2.885, -0.517, -2.429], [3.013, 1.688, -1.238], [1.707, 1.466, -3.363], [0.296, 4.061, 2.386], [-0.768, 3.761, 1.005], [0.983, 3.581, 0.834], [-1.038, 2.342, 3.799], [-1.246, 0.716, 3.119], [-2.069, 2.104, 2.376], [1.556, 2.204, 3.472], [2.164, 1.579, 1.922], [1.262, 0.515, 2.986], [-2.771, -0.315, -3.183], [-4.086, -1.302, -2.523], [-2.428, -1.931, -2.543], [-3.394, 1.571, -1.616], [-3.377, 1.289, 0.135], [-4.660, 0.597, -0.866], [-2.519, -2.334, -0.003], [-4.183, -1.718, -0.010], [-2.957, -1.002, 1.057], [3.174, -1.043, -1.520], [3.792, -0.284, -2.994], [2.256, -1.173, -3.033], [3.306, 1.180, -0.319], [2.458, 2.593, -0.981], [3.911, 1.987, -1.784], [0.995, 0.852, -3.918], [2.582, 1.632, -3.995], [1.243, 2.434, -3.164], [-0.842, -4.608, -1.032], [1.756, -3.132, 1.281], [0.543, -2.867, -1.426], [-0.264, -2.073, 2.309], [3.388, -1.376, 1.242]]
}



{
  "formula": "C5H16N3",
  "method": "ωB97M-V with the def2-TZVPD basis set",
  "gap_ha": 0.3870,
  "homo_energy_ev": -13.09,
  "e_above_lowest_kj_mol": 71.21,
  "lumo_ev": -2.56,
  "charge": 1,
  "species": ["C", "N", "C", "N", "H", "H", "H", "H", "H", "H", "C", "C", "N", "C", "H", "H", "H", "H", "H", "H", "H", "H", "H", "H"],
  "coordinates": [[0.536, -1.527, 1.674], [-1.388, -0.287, 3.263], [-1.120, 0.115, 2.005], [-0.195, -0.334, 1.241], [1.390, -1.628, 1.006], [-0.101, -2.406, 1.565], [0.934, -1.466, 2.688], [-0.913, -1.054, 3.705], [-2.169, 0.099, 3.763], [-1.808, 0.887, 1.668], [2.172, 0.746, -1.130], [0.961, 0.243, -1.884], [-0.315, 0.734, -1.270], [-1.488, 0.456, -2.132], [2.168, 0.431, -0.090], [3.073, 0.400, -1.635], [2.233, 1.836, -1.126], [0.963, 0.584, -2.920], [0.944, -0.847, -1.898], [-0.194, 1.732, -1.101], [-0.401, 0.232, -0.320], [-1.471, 1.118, -2.993], [-2.416, 0.498, -1.572], [-1.395, -0.561, -2.508]]
}



{
  "formula": "C5H8N2O4",
  "method": "ωB97M-V with the def2-TZVPD basis set",
  "gap_ha": 0.3267,
  "homo_energy_ev": -9.01,
  "e_above_lowest_kj_mol": 1079.99,
  "lumo_ev": -0.12,
  "species": ["C", "C", "C", "C", "C", "N", "N", "O", "O", "O", "O", "H", "H", "H", "H", "H", "H", "H", "H"],
  "coordinates": [[1.301, -0.153, 0.386], [0.499, -1.091, 0.854], [-0.257, 1.669, -1.455], [0.603, -2.498, 0.323], [0.514, 2.581, -1.965], [-0.635, -0.979, 1.916], [-1.256, 1.206, -0.896], [-0.933, 0.151, 2.228], [-1.114, -1.951, 2.410], [-1.941, 0.251, -1.276], [-1.573, 1.685, 0.353], [1.331, 0.780, 0.892], [2.180, -0.461, -0.306], [-0.427, -2.974, 0.238], [1.371, -3.057, 0.883], [1.158, -2.486, -0.658], [0.286, 3.428, -2.670], [1.611, 2.496, -1.961], [-2.717, 1.399, 0.704]]
}